No. 1
Molecular formula: C8H21AsNO3PdS
Method: DFT, the ωB97M-V functional and the def2-TZVPD basis

Values from the calculation:
Total charge   +1
Energy   -91415.2159 eV
Gap between HOMO and LUMO (spin up / spin down)   8.58 / 8.51 eV
Relative energy (zero: lowest compared OMol25 entry of this formula, charge and spin)   4.0 kcal per mole
Molar mass   392.67 g mol⁻¹
E_HOMO (spin up / spin down)   -10.6 / -11.8 eV
2S+1   3
Largest force on an atom   0.7 eV/Å

Cartesian coordinates (Å):
Pd1 0.314092 -0.217081 -0.042471
N1 -0.114814 2.823400 -2.910440
C1 0.165383 1.705237 -2.242109
O1 -0.663073 1.219907 -1.447066
C2 1.474185 1.001967 -2.493931
C3 1.980129 0.368271 -1.218981
H1 -0.991803 3.290969 -2.745373
H2 0.553024 3.235893 -3.537654
H3 2.195339 1.667130 -2.978517
H4 1.245336 0.217681 -3.224483
H5 2.423167 1.097062 -0.536238
H6 2.660958 -0.460076 -1.388831
C4 -2.710374 -3.416521 -1.675427
S1 -2.097141 -1.754571 -1.505492
C5 -1.630987 -1.490015 -3.205218
O2 -0.791594 -1.957777 -0.731741
H7 -3.588489 -3.395529 -2.320747
H8 -2.993828 -3.762447 -0.683723
H9 -1.928745 -4.049693 -2.092331
H10 -2.526099 -1.543466 -3.824403
H11 -0.901813 -2.243815 -3.500286
H12 -1.211823 -0.489658 -3.257273
C6 -2.581884 -1.218947 2.799045
As1 -0.692053 -1.167502 3.118862
C7 -0.408100 -0.852237 4.983941
C8 -0.010778 -2.907091 2.687242
O3 0.034255 0.015009 2.199059
H13 -3.047917 -2.012223 3.381875
H14 -2.742545 -1.397932 1.736614
H15 -3.014714 -0.258500 3.070266
H16 -0.871462 -1.640462 5.575199
H17 -0.840324 0.111129 5.245814
H18 0.663489 -0.828804 5.169744
H19 -0.452056 -3.657580 3.342026
H20 1.069726 -2.903567 2.814814
H21 -0.255565 -3.128059 1.649132

Cartesian forces, eV/Å:
Pd 0.2 0.6 0.5
N 0.0 0.0 0.0
C -0.1 -0.1 0.0
O 0.0 0.1 -0.3
C -0.1 0.0 -0.1
C 0.1 -0.2 0.1
H 0.0 0.0 0.0
H 0.0 0.0 0.0
H 0.0 0.0 0.1
H 0.0 0.0 0.0
H 0.1 0.0 0.0
H 0.0 0.0 0.0
C -0.1 -0.1 0.0
S 0.2 -0.1 0.2
C 0.0 0.0 0.0
O -0.3 -0.1 -0.1
H 0.0 0.0 0.0
H 0.0 0.0 0.0
H 0.0 0.0 0.0
H 0.0 0.0 0.0
H 0.0 0.0 0.0
H 0.0 0.0 0.0
C 0.0 0.0 0.0
As 0.0 0.0 0.0
C 0.0 0.0 0.0
C 0.0 0.0 0.0
O 0.0 -0.3 -0.3
H 0.0 0.0 0.0
H 0.0 0.0 0.0
H 0.0 0.0 0.0
H 0.0 0.0 0.0
H 0.0 0.0 0.0
H 0.0 0.0 0.0
H 0.0 0.0 0.0
H 0.0 0.0 0.0
H 0.0 0.0 0.0

---

No. 2
Molecular formula: C5H10N4
Method: DFT, the ωB97M-V functional and the def2-TZVPD basis

Values from the calculation:
Total charge   0
Energy   -11302.7720 eV
Gap between HOMO and LUMO (spin up / spin down)   8.26 / 7.70 eV
Relative energy (zero: lowest compared OMol25 entry of this formula, charge and spin)   117.7 kcal per mole
Molar mass   126.16 g mol⁻¹
E_HOMO (spin up / spin down)   -7.7 / -7.7 eV
Largest force on an atom   3.7 eV/Å

Cartesian coordinates (Å):
C1 0.751519 0.726634 1.359934
C2 -0.159899 1.929409 -0.327656
C3 -0.139049 0.459702 -0.774398
C4 0.649670 -0.215235 0.317426
C5 1.457831 -1.476908 0.178021
N1 0.254890 1.913008 1.086308
N2 -1.589441 -0.022249 -0.820370
N3 -1.401918 -0.939474 1.205719
N4 -2.090358 -0.130804 0.454884
H1 1.102156 0.338211 2.274313
H2 0.354143 2.577587 -1.095942
H3 -1.109680 2.325206 -0.203540
H4 0.317375 0.250977 -1.743077
H5 2.528913 -1.389332 0.450052
H6 1.386631 -1.974757 -0.815654
H7 1.035393 -2.270970 0.881073
H8 -2.158195 0.655699 -1.339068
H9 -1.091658 -1.682393 0.691824
H10 -2.313986 0.765260 0.818146

Cartesian forces, eV/Å:
C -0.9 1.3 -1.6
C 2.0 -0.8 -0.2
C 0.5 0.1 0.3
C -1.4 -0.6 -1.0
C -0.5 -1.5 0.6
N 1.5 -0.5 0.8
N -0.2 -0.7 -1.4
N 0.1 2.7 2.4
N 0.4 -0.7 -1.1
H 0.4 0.5 1.5
H 0.2 -0.3 1.4
H -2.2 0.7 -0.6
H -0.4 0.1 -0.1
H -0.6 0.2 -0.2
H 0.0 0.7 0.5
H 0.6 0.9 -0.6
H 0.3 -0.3 0.2
H 0.5 -2.5 -2.1
H -0.2 0.8 1.4

---

No. 3
Molecular formula: C3H6N2OS
Method: DFT, the ωB97M-V functional and the def2-TZVPD basis

Values from the calculation:
Total charge   0
Energy   -19068.7577 eV
Gap between HOMO and LUMO   10.18 eV
Relative energy (zero: lowest compared OMol25 entry of this formula, charge and spin)   78.6 kcal per mole
SMILES   [H]/N=C\NC(=O)SC
Molar mass   118.16 g mol⁻¹
E_HOMO   -9.8 eV
Largest force on an atom   7.1 eV/Å

Cartesian coordinates (Å):
H1 1.733395 -1.687358 0.263276
N1 2.480023 -1.145678 0.265813
C1 2.249917 0.089934 -0.063780
N2 1.162127 0.886858 -0.023787
C2 -0.120454 0.818905 0.043235
O1 -0.875416 1.798378 0.182514
S1 -0.662748 -0.817408 -0.081491
C3 -2.310734 -0.602018 0.112411
H2 2.981973 0.799494 -0.324685
H3 1.587396 1.772899 -0.406534
H4 -2.823528 -0.443105 1.205706
H5 -2.787768 -1.654110 -0.543882
H6 -2.614188 0.183204 -0.628798

Cartesian forces, eV/Å:
H -4.6 -3.0 0.7
N 4.2 5.4 -1.9
C 0.9 -4.3 1.7
N 4.2 4.1 -2.0
C -5.3 1.2 0.9
O 1.4 -1.6 -0.5
S 2.2 -1.3 0.3
C -5.8 -1.8 -1.1
H 2.2 -0.3 0.0
H -2.0 -0.5 1.1
H 1.5 -0.5 -2.8
H 1.2 3.0 2.6
H -0.1 -0.4 1.2

---

No. 4
Molecular formula: C11H22Si
Method: DFT, the ωB97M-V functional and the def2-TZVPD basis

Values from the calculation:
Total charge   0
Energy   -19636.9959 eV
Gap between HOMO and LUMO   9.42 eV
Relative energy (zero: lowest compared OMol25 entry of this formula, charge and spin)   67.5 kcal per mole
SMILES   C=CC(=C)[SiH2]C(CC)(CC)CC
Molar mass   182.38 g mol⁻¹
E_HOMO   -8.7 eV
Largest force on an atom   4.6 eV/Å

Cartesian coordinates (Å):
C1 -3.901709 -0.340766 1.410179
C2 -2.875191 -0.498717 0.550118
C3 -2.472960 0.487693 -0.462591
C4 -3.303089 1.456963 -0.870197
Si1 -0.412535 0.372888 -1.465385
C5 0.977077 -0.136690 -0.255980
C6 0.604255 0.305605 1.167339
C7 0.614634 1.864498 1.264058
C8 0.768497 -1.647934 -0.064479
C9 0.889387 -2.658372 -1.174377
C10 2.452413 0.331913 -0.714427
C11 3.461913 0.468989 0.321173
H1 -4.089242 -0.904431 2.273824
H2 -4.471318 0.584527 1.264284
H3 -2.257232 -1.454195 0.709603
H4 -3.108376 2.267380 -1.658017
H5 -4.431016 1.400584 -0.632510
H6 -0.037828 1.719071 -2.036204
H7 -0.885679 -0.435690 -2.603654
H8 1.191216 -0.188863 1.892535
H9 -0.441291 0.108383 1.357118
H10 0.720494 2.181731 2.377249
H11 -0.307308 2.160956 0.808888
H12 1.547864 2.316273 0.661003
H13 -0.301433 -1.647439 0.217408
H14 1.418233 -1.877886 0.827242
H15 0.613326 -3.625918 -0.586293
H16 1.732860 -2.751072 -1.838771
H17 0.062882 -2.346117 -1.834843
H18 2.261540 1.402236 -1.223387
H19 2.865939 -0.377814 -1.406184
H20 4.436669 0.658578 -0.236754
H21 3.472874 -0.442775 0.879292
H22 3.204145 1.246403 1.082756

Cartesian forces, eV/Å:
C 0.9 2.0 -1.8
C 0.2 -2.0 1.4
C 2.3 0.7 -1.3
C -1.6 0.5 -1.4
Si -2.4 1.5 1.2
C 0.5 -0.8 -0.3
C -0.6 3.3 -1.3
C 3.1 0.0 1.0
C 1.2 0.4 0.9
C -2.1 -1.0 0.8
C -3.7 2.2 -1.6
C 1.4 1.2 1.1
H -0.3 -1.1 0.7
H 0.0 -0.4 0.5
H -0.8 1.6 -0.5
H 0.2 -1.4 1.4
H 1.8 0.2 -0.1
H -0.4 -0.3 0.2
H 0.5 -0.3 0.0
H 0.8 -0.4 0.8
H -0.2 -0.7 0.2
H -0.4 -0.2 -2.0
H -0.4 0.8 -0.1
H -2.3 -0.8 1.4
H 0.6 -0.7 0.4
H -0.8 -0.4 -0.7
H 0.6 1.2 -1.8
H 0.8 0.0 0.5
H 0.1 -0.9 -0.1
H 0.7 -2.4 0.6
H -0.3 -0.2 -1.0
H -0.9 -0.1 1.4
H 0.7 -0.8 0.4
H 0.6 -0.3 -0.8

---

No. 5
Molecular formula: C34H39N5O2P2S2V
Method: DFT, the ωB97M-V functional and the def2-TZVPD basis

Values from the calculation:
Total charge   0
Energy   -113362.5048 eV
Gap between HOMO and LUMO (spin up / spin down)   6.35 / 6.48 eV
Relative energy (zero: lowest compared OMol25 entry of this formula, charge and spin)   106.7 kcal per mole
Molar mass   726.75 g mol⁻¹
E_HOMO (spin up / spin down)   -7.1 / -7.5 eV
2S+1   4
Largest force on an atom   4.0 eV/Å

Cartesian coordinates (Å):
V1 0.003859 -0.995121 -0.276324
C1 3.808107 -0.723041 -2.601257
C2 3.600297 0.513629 -2.140636
C3 3.468106 1.723430 -3.046082
C4 2.470950 1.538837 -4.193098
C5 1.255524 0.719770 -3.868582
C6 1.170364 -0.600049 -3.660296
C7 2.119764 -1.621195 -4.171860
C8 3.576703 -1.207606 -3.989828
C9 -2.113567 -1.812659 0.126044
H1 4.326072 -1.459101 -1.987257
H2 3.863434 0.734452 -1.090617
H3 4.449526 1.963082 -3.505568
H4 3.167566 2.604352 -2.449578
H5 2.148455 2.548437 -4.496267
H6 2.987285 1.148273 -5.077060
H7 0.343841 1.308721 -4.058307
H8 0.239106 -1.041171 -3.311941
H9 1.977398 -1.835187 -5.247668
H10 1.942947 -2.539250 -3.600720
H11 4.225960 -2.083454 -4.149592
H12 3.855495 -0.421825 -4.701728
H13 -1.741525 -2.726752 0.611385
H14 -2.695882 -2.113276 -0.761452
H15 -2.832983 -1.319515 0.804125
P1 -1.234514 0.760223 -1.073578
P2 1.361811 0.426557 0.930583
N1 -1.959018 0.209005 -2.705454
N2 -2.551832 1.841231 -0.700099
N3 2.627816 -0.899720 0.696726
N4 2.177164 0.993402 2.343279
C10 0.131877 2.013872 -1.144746
C11 1.413167 1.749084 -0.294510
C12 -1.963993 -1.159566 -3.014726
C13 -2.272611 -1.336441 -4.358559
C14 -2.482411 -0.031366 -4.910540
C15 -2.287770 0.894672 -3.872573
C16 -3.826478 1.375821 -0.348059
C17 -4.729655 2.437524 -0.411916
C18 -3.989376 3.602512 -0.795289
C19 -2.670742 3.209315 -0.967910
C20 2.045374 -2.110441 0.206505
C21 3.101497 -2.976044 -0.098977
C22 4.318324 -2.291616 0.165146
C23 3.996696 -1.011196 0.664405
C24 3.440021 1.577096 2.486054
C25 3.644313 1.862639 3.824004
C26 2.473695 1.405001 4.534473
C27 1.613996 0.858791 3.609960
H16 -0.295514 2.931377 -0.713460
H17 0.402270 2.220730 -2.208942
H18 2.232486 1.525381 -0.968814
H19 1.689869 2.645716 0.279777
H20 -1.766978 -1.900418 -2.258412
H21 -2.336194 -2.289484 -4.879377
H22 -2.741858 0.178448 -5.941868
H23 -2.420770 1.969054 -3.865959
H24 -3.938244 0.344384 -0.061221
H25 -5.802932 2.386487 -0.269305
H26 -4.373915 4.597275 -1.002022
H27 -1.813327 3.800413 -1.260400
H28 1.015646 -2.336649 0.555958
H29 2.969080 -3.993036 -0.444531
H30 5.307625 -2.675170 -0.024788
H31 4.669710 -0.248806 1.046399
H32 4.066158 1.733056 1.628150
H33 4.518366 2.320001 4.261228
H34 2.282535 1.470209 5.591568
H35 0.659792 0.366964 3.682095
O1 -4.822532 -3.517571 3.516372
S1 -4.786509 -2.074883 3.581997
O2 -6.026321 -1.333739 3.565311
N5 -3.634691 -1.422516 2.583378
C28 -2.537072 -0.973084 3.191521
S2 -1.057348 -0.745604 2.362295
C29 -2.706387 -0.887802 4.657247
C30 -1.876428 -0.376671 5.660760
C31 -2.207012 -0.648275 6.994547
C32 -3.350865 -1.389685 7.351814
C33 -4.217909 -1.807165 6.339381
C34 -3.859654 -1.573977 5.018988
H36 -1.017534 0.233836 5.365753
H37 -1.544886 -0.275917 7.770860
H38 -3.532108 -1.638276 8.404898
H39 -5.140700 -2.318743 6.568766

Cartesian forces, eV/Å:
V -3.5 -2.0 0.2
C 0.8 0.1 0.4
C 1.8 0.0 -0.3
C -0.3 0.0 0.3
C 0.0 0.5 -1.0
C -0.6 0.4 -0.7
C -0.8 0.4 -1.0
C 0.9 -0.4 0.6
C 0.7 0.0 -0.2
C 0.1 -0.4 -1.4
H -0.7 0.3 0.3
H 0.1 -0.3 -0.7
H -0.4 -0.1 0.5
H 0.2 -0.3 -0.2
H 0.0 -0.3 0.0
H -0.1 0.1 0.1
H 0.1 -0.5 1.1
H 0.0 0.4 -0.5
H -0.4 0.1 0.5
H 0.1 -0.1 -0.3
H -0.2 0.3 -0.2
H 0.0 -0.5 0.0
H -0.2 0.1 0.1
H 0.2 0.0 0.2
H 0.8 -0.4 -0.7
P -1.9 0.9 -2.0
P 2.7 -0.8 1.7
N 1.0 -0.2 0.6
N -0.4 -0.2 0.6
N -0.9 0.1 -0.8
N -0.6 0.3 0.3
C -0.1 1.1 -0.4
C 0.6 0.5 -0.3
C -0.1 0.3 -1.1
C 0.2 0.6 1.0
C 0.3 0.5 1.3
C -0.1 -0.8 -0.7
C -0.3 1.1 -0.2
C 1.1 -0.8 -0.2
C 1.0 -0.8 -0.3
C -0.6 0.3 0.0
C 1.5 0.6 0.4
C -0.7 0.6 0.3
C -1.0 0.8 0.4
C -0.3 -1.4 -0.5
C -0.3 0.3 0.7
C -0.9 -0.6 -0.6
C 0.1 -0.2 -0.9
C 0.7 0.6 0.3
H 0.1 -0.3 -0.3
H -0.1 -0.1 1.0
H -0.1 0.1 0.1
H -0.1 0.0 -0.3
H 0.0 0.1 -0.1
H -0.1 0.3 0.2
H 0.0 0.2 0.3
H 0.1 -0.1 0.0
H -0.2 0.0 0.0
H 0.3 -0.1 0.2
H 0.1 -0.3 0.2
H -0.3 -0.1 0.0
H 0.8 -0.8 0.2
H 0.2 0.1 0.1
H 0.0 0.0 0.2
H -0.4 -0.1 -0.3
H 0.1 0.2 -0.1
H 0.0 0.0 -0.1
H 0.1 0.0 0.0
H -0.1 0.1 0.2
O 0.0 0.8 -0.4
S 1.0 1.0 1.2
O 0.5 -0.5 -0.5
N 0.4 -0.1 -0.2
C -1.8 -1.1 -1.2
S 0.5 1.1 1.7
C 0.0 -0.5 1.0
C -0.4 -0.1 -0.3
C 0.0 0.0 -0.1
C 0.5 0.3 -0.4
C 0.4 0.1 0.1
C -0.3 0.0 1.0
H -0.2 -0.3 0.3
H -0.1 -0.1 0.0
H 0.0 0.2 -0.5
H 0.0 -0.1 0.0